Formula: C8H12AlZn
Source: OMol25
Level of theory: the ωB97M-V functional and the def2-TZVPD basis

The geometry in ORCA input format:
```
! RIJCOSX wB97M-V def2-TZVPD def2/J DEFGRID3
* xyz 1 1
C 0.758 -2.471 -0.213
C 0.962 -0.850 0.030
C 2.356 -0.364 0.777
C 2.595 1.256 1.054
C 1.506 2.411 0.571
C 0.096 1.943 -0.179
C -0.097 0.325 -0.404
C -1.536 -0.144 -1.114
Al -2.757 -0.675 0.500
H 0.259 -2.704 -1.270
H 1.804 -3.033 -0.215
H 0.079 -2.971 0.632
H 3.100 -1.213 1.114
H 3.589 1.601 1.616
H 1.720 3.544 0.768
H -0.740 2.680 -0.545
H -1.386 -1.039 -1.873
H -2.012 0.738 -1.758
H -3.755 0.522 0.773
H -1.838 -0.793 1.820
H -3.447 -2.088 0.316
Zn -1.255 3.327 -2.400
*
```

Computed properties:
LUMO energy: -8.14 eV
total energy: -2332.99475 Eh
relative energy (zero: lowest compared OMol25 entry of this formula, charge and spin): 4.335 eV